1.
{
  "formula": "C17H56O21P4",
  "method": "the ωB97M-V functional and the def2-TZVPD basis",
  "homo_lumo_gap_ev": 10.22,
  "e_above_lowest_ev": 1.2625,
  "smiles": "COP(=O)(OC)OC.COP(=O)(OC)OC.COP(=O)(OC)OC.COP(=O)(OC)OC.CO.CO.CO.CO.CO",
  "species": ["C", "O", "P", "O", "O", "C", "O", "C", "H", "H", "H", "H", "H", "H", "H", "H", "H", "C", "O", "P", "O", "O", "C", "O", "C", "H", "H", "H", "H", "H", "H", "H", "H", "H", "C", "O", "P", "O", "O", "C", "O", "C", "H", "H", "H", "H", "H", "H", "H", "H", "H", "C", "O", "P", "O", "O", "C", "O", "C", "H", "H", "H", "H", "H", "H", "H", "H", "H", "C", "O", "H", "H", "H", "H", "C", "O", "H", "H", "H", "H", "C", "O", "H", "H", "H", "H", "C", "O", "H", "H", "H", "H", "C", "O", "H", "H", "H", "H"],
  "coordinates": [[0.02679, 3.34802, -4.27308], [-0.69340, 4.25696, -3.44276], [-2.12704, 4.83749, -3.88953], [-1.97079, 5.84617, -4.98860], [-3.09885, 3.53993, -4.15084], [-3.04666, 2.52320, -3.14339], [-2.72652, 5.30476, -2.42852], [-2.07856, 6.33840, -1.75359], [0.26030, 2.45231, -3.69751], [0.93786, 3.66587, -4.78004], [-0.59205, 3.04524, -5.11775], [-2.04942, 2.16062, -2.89410], [-3.51932, 1.64840, -3.58994], [-3.58833, 2.88493, -2.26941], [-2.75840, 7.16762, -1.55786], [-1.25049, 6.83762, -2.25674], [-1.63069, 6.00513, -0.81740], [-0.45725, -3.68981, 6.38891], [-0.82571, -2.47574, 6.96739], [-1.97697, -1.58719, 6.18676], [-2.35346, -0.38525, 6.98132], [-3.21858, -2.64256, 5.90484], [-3.99603, -3.06563, 6.98591], [-1.30408, -1.38828, 4.71628], [-1.91216, -0.58735, 3.65315], [-0.65817, -4.50504, 7.08400], [0.58549, -3.66019, 6.07284], [-0.99556, -3.90181, 5.46513], [-3.91250, -2.43109, 7.86823], [-3.79053, -4.11456, 7.19948], [-5.01122, -2.89033, 6.62988], [-1.16731, -0.10316, 3.02159], [-2.67690, 0.09795, 4.01870], [-2.53536, -1.20760, 3.00893], [0.88654, 1.85743, 4.94165], [1.93122, 1.33501, 4.14465], [2.44404, -0.22102, 4.15758], [2.69185, -0.84149, 5.52928], [3.76170, -0.26140, 3.16013], [3.59150, 0.24796, 1.85336], [1.33583, -1.01598, 3.33073], [1.27477, -2.31145, 2.85812], [0.41022, 2.68520, 4.41628], [1.12616, 2.11137, 5.97422], [0.08898, 1.11885, 5.02233], [4.59693, 0.33293, 1.44103], [2.96617, 1.13951, 1.90017], [3.06993, -0.54516, 1.31762], [0.32669, -2.44243, 2.33649], [1.37058, -2.94408, 3.74056], [2.08148, -2.55278, 2.16597], [-1.55569, 0.24961, -5.28187], [-0.51927, 0.03238, -4.39150], [0.65984, -1.01412, -4.69401], [1.77309, -0.95998, -3.71750], [-0.07465, -2.47428, -4.87047], [-0.58769, -3.14357, -3.68843], [1.04051, -0.61603, -6.23735], [2.15477, -1.16229, -6.92840], [-1.39297, -0.16807, -6.27543], [-1.76088, 1.31952, -5.31760], [-2.45921, -0.22812, -4.90301], [-1.56384, -3.59196, -3.87331], [-0.63779, -2.47863, -2.82620], [0.15156, -3.91967, -3.49026], [2.86983, -0.37137, -7.15475], [1.77897, -1.69220, -7.80365], [2.64376, -1.94897, -6.35385], [2.49405, -3.12821, -0.58972], [1.30012, -3.93834, -0.69200], [2.01696, -2.14818, -0.59484], [2.99253, -3.34151, 0.35586], [3.12899, -3.31889, -1.45493], [1.60557, -4.84835, -0.70583], [0.33110, 0.25257, -0.67677], [0.33670, 0.12464, 0.68673], [1.33925, 0.13516, -1.07418], [-0.31692, -0.53511, -1.06113], [-0.07007, 1.16945, -1.10863], [0.69618, 0.91375, 1.09866], [-2.50781, -2.06018, -0.21013], [-1.70606, -1.93575, 0.94368], [-3.43982, -2.59245, -0.02004], [-2.72686, -1.09620, -0.66934], [-1.88157, -2.66248, -0.86828], [-1.00698, -1.30288, 0.76384], [-0.39958, 3.43222, 1.42759], [0.92638, 2.86040, 1.28753], [-0.25124, 4.29561, 2.07616], [-0.75086, 3.71257, 0.43456], [-1.18347, 2.80504, 1.85216], [1.53534, 3.30788, 1.87959], [4.86552, 0.14346, -2.69386], [3.63545, 0.84667, -2.86662], [5.46408, 0.60318, -1.90742], [4.73536, -0.89858, -2.40179], [5.46838, 0.15467, -3.60190], [3.00596, 0.19982, -3.19363]]
}



2.
{
  "formula": "C17H64N6O15",
  "method": "the ωB97M-V functional and the def2-TZVPD basis",
  "homo_lumo_gap_ev": 8.83,
  "e_above_lowest_ev": 0.0000,
  "species": ["C", "C", "O", "H", "H", "H", "H", "H", "H", "C", "C", "O", "H", "H", "H", "H", "H", "H", "C", "O", "N", "N", "H", "H", "H", "H", "C", "O", "N", "N", "H", "H", "H", "H", "C", "O", "N", "N", "H", "H", "H", "H", "C", "O", "H", "H", "H", "H", "C", "O", "H", "H", "H", "H", "C", "O", "H", "H", "H", "H", "C", "O", "H", "H", "H", "H", "C", "O", "H", "H", "H", "H", "C", "O", "H", "H", "H", "H", "C", "O", "H", "H", "H", "H", "C", "O", "H", "H", "H", "H", "C", "O", "H", "H", "H", "H", "C", "O", "H", "H", "H", "H"],
  "coordinates": [[21.81700, -7.52100, 0.19200], [22.28600, -6.65500, -0.93300], [22.00700, -5.35400, -0.51500], [22.23300, -7.16300, 1.11800], [22.06600, -8.56800, 0.05800], [20.77300, -7.50500, 0.40500], [21.80400, -6.82200, -1.92200], [23.32200, -6.73600, -1.10600], [22.74900, -4.80600, -0.64600], [27.91200, -1.30000, -3.42900], [26.68700, -1.58800, -2.53900], [27.00500, -1.30700, -1.20500], [28.26000, -0.29900, -3.38900], [27.82700, -1.62200, -4.46700], [28.76200, -1.88300, -3.05500], [26.22100, -2.55700, -2.62500], [25.87100, -0.94700, -2.86300], [27.03800, -0.39100, -1.06000], [19.15600, -0.88300, 0.93400], [20.36600, -0.71800, 0.29600], [18.82800, -2.00800, 1.56900], [18.28800, 0.05300, 1.03400], [19.22400, -2.91900, 1.30800], [17.88400, -2.13000, 2.05200], [18.53600, 0.95200, 0.60000], [17.34000, 0.11000, 1.38500], [23.20600, -2.68200, -1.21500], [22.65700, -2.33600, -2.43900], [24.08100, -3.59100, -1.12700], [22.86000, -2.17700, -0.04700], [24.38900, -3.92400, -2.07800], [24.54000, -4.12700, -0.32800], [21.99600, -1.63600, -0.01800], [23.37000, -2.24500, 0.83600], [21.65300, -4.68000, -4.76500], [21.08000, -5.56300, -5.66600], [21.47700, -4.64200, -3.46900], [22.55100, -3.83400, -5.21800], [20.84700, -5.31000, -3.06300], [22.02000, -4.00700, -2.86900], [22.85500, -3.89700, -6.22000], [22.22200, -2.90700, -4.96200], [24.72100, -5.89400, -3.36000], [24.63300, -4.50900, -3.69400], [23.69700, -6.26800, -3.23800], [25.31400, -6.04900, -2.45700], [25.17300, -6.50100, -4.20500], [23.77600, -4.24400, -4.04900], [25.65700, -1.93400, 1.81200], [24.38200, -1.55100, 2.39100], [25.78100, -3.06100, 2.06500], [26.50100, -1.32900, 2.05000], [25.49900, -1.77700, 0.74300], [24.46500, -1.48400, 3.35900], [20.26500, -4.48100, 1.87900], [19.84900, -4.44500, 0.49600], [20.74600, -5.43900, 2.06600], [19.41300, -4.29100, 2.45100], [21.08100, -3.70900, 1.90000], [20.66900, -4.68000, -0.03700], [27.33900, -4.64100, -0.80500], [28.76900, -4.60300, -0.67300], [26.91000, -5.48000, -0.28300], [26.96200, -4.58200, -1.82800], [27.03400, -3.69700, -0.28200], [29.08200, -4.73600, -1.58200], [22.53800, 1.24200, -3.82400], [22.52600, 1.03000, -5.18100], [21.85800, 2.01500, -3.49600], [23.63600, 1.48100, -3.67900], [22.41000, 0.29500, -3.23400], [22.73900, 1.83700, -5.65000], [19.57000, -2.37200, -1.96600], [20.16600, -1.14300, -2.24900], [19.52200, -3.06000, -2.84300], [18.55700, -2.28300, -1.53600], [20.21300, -2.96100, -1.35100], [21.04200, -1.27500, -2.60500], [24.62700, -1.39500, -5.41000], [23.72900, -1.00200, -6.43200], [25.19300, -2.19000, -5.94300], [24.07900, -1.61700, -4.47100], [25.40900, -0.72600, -5.05600], [23.11900, -0.30600, -6.00200], [21.56300, -0.46700, 3.17400], [20.24400, -0.30300, 3.45300], [21.87100, 0.16200, 2.34200], [21.75100, -1.51300, 3.01000], [22.10800, -0.08500, 4.04500], [19.73500, -0.90200, 2.92300], [23.76200, -4.94200, 1.98000], [24.69100, -5.44900, 1.03200], [23.12500, -4.16500, 1.57900], [24.30400, -4.55800, 2.93900], [23.15000, -5.82500, 2.26100], [24.96000, -6.31600, 1.34700], [23.38400, 0.97000, -0.13400], [24.38500, 0.11000, -0.38500], [22.72300, 1.15200, -0.93700], [23.81800, 1.95600, 0.10400], [22.90100, 0.67500, 0.75100], [23.99900, -0.72700, -0.37300]]
}



3.
{
  "formula": "C17H68O17",
  "method": "the ωB97M-V functional and the def2-TZVPD basis",
  "homo_lumo_gap_ev": 9.09,
  "e_above_lowest_ev": 2.7243,
  "species": ["C", "O", "H", "H", "H", "H", "C", "O", "H", "H", "H", "H", "C", "O", "H", "H", "H", "H", "C", "O", "H", "H", "H", "H", "C", "O", "H", "H", "H", "H", "C", "O", "H", "H", "H", "H", "C", "O", "H", "H", "H", "H", "C", "O", "H", "H", "H", "H", "C", "O", "H", "H", "H", "H", "C", "O", "H", "H", "H", "H", "C", "O", "H", "H", "H", "H", "C", "O", "H", "H", "H", "H", "C", "O", "H", "H", "H", "H", "C", "O", "H", "H", "H", "H", "C", "O", "H", "H", "H", "H", "C", "O", "H", "H", "H", "H", "C", "O", "H", "H", "H", "H"],
  "coordinates": [[4.44610, -1.88297, 0.39158], [4.44247, -2.67265, -0.74122], [4.60160, -2.47199, 1.29543], [5.18871, -1.08745, 0.33015], [3.56054, -1.25445, 0.48573], [5.33927, -2.99401, -0.85984], [2.25591, -1.19404, -3.68277], [1.32204, -1.76105, -4.64067], [2.25292, -1.70340, -2.71910], [3.25720, -1.28172, -4.10446], [2.14988, -0.11144, -3.61322], [0.46857, -1.39615, -4.39563], [-0.22893, 0.63107, 3.42966], [-0.12249, -0.68397, 2.92320], [-0.96906, 1.20546, 2.87255], [-0.40940, 0.58570, 4.50367], [0.74737, 1.10603, 3.33298], [-0.02853, -0.61918, 1.97000], [-0.12234, 3.58818, -0.13576], [1.22621, 3.96265, -0.34745], [-0.29355, 2.71528, 0.49418], [-0.60379, 4.42111, 0.37664], [-0.70902, 3.41089, -1.03715], [1.22719, 4.74280, -0.90690], [1.58762, 3.11518, -3.67094], [1.76393, 2.31855, -2.58613], [2.08252, 4.07270, -3.50871], [2.00309, 2.51695, -4.48187], [0.52356, 3.28848, -3.83169], [1.57230, 2.85411, -1.81280], [-4.51143, -0.42373, -2.82645], [-3.93330, -0.50203, -4.10290], [-5.35727, -1.08340, -2.63286], [-3.70990, -0.55563, -2.09964], [-4.88415, 0.58489, -2.64791], [-3.89201, 0.39614, -4.43936], [-3.81552, 5.02335, -1.96422], [-3.71153, 4.61865, -0.61393], [-4.81015, 5.06214, -2.40839], [-3.38962, 6.01104, -2.14083], [-3.16164, 4.36201, -2.53271], [-4.33909, 3.89275, -0.58469], [-2.62771, -4.50429, -2.52182], [-1.57028, -5.27508, -3.02818], [-2.20567, -3.68376, -1.94155], [-3.22984, -4.03764, -3.30142], [-3.26249, -5.11348, -1.87835], [-1.51470, -4.92606, -3.92076], [3.06419, 1.72035, 1.02418], [4.14902, 1.34780, 1.84606], [2.19826, 1.09139, 1.23069], [2.74326, 2.72932, 1.28322], [3.28723, 1.57074, -0.03221], [3.79381, 1.48794, 2.72685], [-4.03401, -0.15719, 1.24062], [-5.17315, -0.88836, 1.57457], [-4.14644, 0.42642, 0.32691], [-3.94869, 0.57447, 2.04405], [-3.19932, -0.85698, 1.19959], [-5.17469, -1.70822, 1.07515], [-0.43810, 4.79512, 3.78576], [-0.59119, 4.09861, 5.01486], [0.56374, 4.72875, 3.36150], [-1.16407, 4.40412, 3.07287], [-0.57670, 5.87353, 3.86267], [-1.50579, 4.17472, 5.29645], [-1.43674, -3.89664, 1.88537], [-1.79477, -4.70808, 2.96630], [-2.14837, -3.83518, 1.06201], [-1.47323, -2.86855, 2.24565], [-0.39765, -4.02808, 1.58350], [-2.63050, -4.47058, 3.37464], [3.35659, 0.72646, 4.74802], [3.35812, 2.03075, 4.33743], [3.17418, -0.08184, 4.03987], [4.25784, 0.62969, 5.35341], [2.50925, 0.54193, 5.40836], [2.96752, 2.54050, 5.05100], [-0.53812, 0.02050, -0.65382], [0.34634, -0.53081, 0.32012], [-1.25815, 0.69829, -0.19528], [0.00933, 0.57236, -1.41792], [-1.05935, -0.82770, -1.09762], [0.63367, -1.39743, 0.02349], [0.91060, -3.80403, -1.11541], [1.50846, -2.94998, -0.20372], [1.39912, -4.77738, -1.07034], [-0.15446, -3.88114, -0.89681], [0.99608, -3.33546, -2.09583], [2.44425, -2.89601, -0.41105], [2.63838, -3.22881, 3.92206], [3.55007, -4.31586, 4.13587], [3.07994, -2.31946, 3.51441], [1.75441, -3.49240, 3.34136], [2.28716, -2.92977, 4.90965], [3.73136, -4.63824, 3.24998], [-0.87018, 0.72223, -4.44101], [-1.08876, -0.62428, -4.08639], [0.16441, 0.97996, -4.66750], [-1.45236, 1.01339, -5.31530], [-1.21983, 1.39617, -3.65892], [-2.00755, -0.71361, -3.82284]]
}



4.
{
  "formula": "C17H8Cl44FIO3S",
  "method": "the ωB97M-V functional and the def2-TZVPD basis",
  "homo_lumo_gap_ev": 8.92,
  "species": ["C", "C", "S", "C", "C", "O", "C", "O", "O", "C", "F", "I", "H", "H", "H", "H", "H", "H", "H", "H", "C", "Cl", "Cl", "Cl", "Cl", "C", "Cl", "Cl", "Cl", "Cl", "C", "Cl", "Cl", "Cl", "Cl", "C", "Cl", "Cl", "Cl", "Cl", "C", "Cl", "Cl", "Cl", "Cl", "C", "Cl", "Cl", "Cl", "Cl", "C", "Cl", "Cl", "Cl", "Cl", "C", "Cl", "Cl", "Cl", "Cl", "C", "Cl", "Cl", "Cl", "Cl", "C", "Cl", "Cl", "Cl", "Cl", "C", "Cl", "Cl", "Cl", "Cl"],
  "coordinates": [[2.48051, 4.67684, 1.90139], [1.73841, 3.99034, 0.72739], [2.73356, 3.75817, -0.79155], [4.06107, 2.51758, -0.42526], [3.41555, 1.35950, 0.38105], [3.57556, 1.66237, 1.76476], [4.89095, 1.21230, 2.01453], [5.46504, 1.61120, 2.92224], [5.32304, 0.33980, 1.01998], [4.10071, -0.02561, 0.38695], [4.23366, -0.64147, -0.77240], [2.89744, -1.19845, 1.81872], [2.83627, 5.67340, 1.59058], [3.35051, 4.11536, 2.27503], [1.80606, 4.81931, 2.77290], [0.85079, 4.60610, 0.50819], [1.40100, 3.00165, 1.09257], [4.82197, 3.07108, 0.14710], [4.54831, 2.19155, -1.35925], [2.40637, 1.17186, -0.01741], [1.28532, 6.56965, 5.66779], [0.07265, 7.52844, 6.52856], [1.75302, 7.40976, 4.18491], [2.70341, 6.34883, 6.70169], [0.60596, 4.98381, 5.25612], [-0.17885, -4.69805, 0.71523], [0.45858, -5.89925, -0.42023], [0.93501, -3.31693, 0.78982], [-1.76948, -4.12768, 0.18730], [-0.32273, -5.42645, 2.32276], [-5.26080, -2.03677, -0.18494], [-4.98597, -0.79002, -1.40840], [-6.99157, -2.14722, 0.16510], [-4.67559, -3.59601, -0.78906], [-4.38722, -1.61213, 1.29326], [0.10770, -7.91819, -4.39045], [0.19864, -9.46469, -5.24884], [1.03334, -8.03168, -2.88573], [0.79319, -6.63854, -5.40070], [-1.58491, -7.54402, -4.03928], [-4.56755, 1.77469, 3.96112], [-3.86428, 0.30804, 4.65934], [-4.67373, 3.02828, 5.20484], [-3.54414, 2.34376, 2.63365], [-6.18712, 1.41501, 3.34380], [-4.59676, -10.75139, -4.45806], [-5.06354, -12.05204, -5.56508], [-5.09312, -11.17159, -2.81149], [-2.84356, -10.52991, -4.51076], [-5.38899, -9.24921, -4.95146], [-8.07109, 1.58717, -2.50861], [-6.72516, 1.38352, -3.64384], [-9.25967, 0.30201, -2.76967], [-7.46761, 1.50264, -0.84683], [-8.83366, 3.16084, -2.77844], [7.09861, 5.95845, 0.81977], [7.74436, 4.50101, 1.58979], [7.00502, 7.26258, 2.01041], [8.16009, 6.44428, -0.51127], [5.47791, 5.62093, 0.19144], [0.76919, -2.32659, -6.27718], [1.02229, -1.08481, -7.51153], [-0.96548, -2.59238, -6.05183], [1.53301, -3.83749, -6.79530], [1.48876, -1.79767, -4.74951], [7.70107, 9.21077, 5.54566], [6.97367, 9.79333, 4.04064], [9.30926, 8.55495, 5.20908], [7.83752, 10.55166, 6.69168], [6.68124, 7.93960, 6.23303], [-7.69135, -6.98637, -2.49726], [-8.53120, -8.32343, -3.29652], [-8.25918, -5.45046, -3.16745], [-8.02469, -7.03388, -0.75990], [-5.94926, -7.13869, -2.76795]]
}



Calculated max |F| in order - 3.79, 9.71, 3.21, 3.33 eV Å⁻¹
Calculated lowest unoccupied orbital energy in order - 0.29, 0.05, -0.22, -0.18 eV
Calculated energy in order - -3626.9911, -2142.9947, -1967.2065, -21922.3138 a.u.